Below is a molecular structure, F5N2P3 in a non-equilibrium geometry, with properties calculated with wB97M-V/def2-TZVPD.

Calculated values
- E: -44434.3801 eV
- Charge: 0
- Orbital gap: 8.5 eV

Positions of all 10 atoms, in Å:
N (1.375, -0.026, -0.811)
N (-0.945, -1.043, 0.736)
F (-1.686, -1.661, 1.795)
F (0.070, 1.808, -1.703)
F (3.405, -0.894, -0.050)
F (-2.544, 0.985, 0.225)
F (-0.518, 1.632, 1.404)
P (-0.051, 0.183, -1.550)
P (1.947, -1.461, -0.448)
P (-1.053, 0.477, 0.401)

Forces on atoms 1 to 3 (eV/Å):
1.31 -3.02 0.07
-0.31 -0.76 0.79
0.52 0.71 -0.58

Below is a molecular structure, C18H13BrN5OPdS in a non-equilibrium geometry, with properties calculated with wB97M-V/def2-TZVPD.

Calculated values
- E: -112732.2936 eV
- Charge: -1
- Orbital gap: 5.6 eV

Positions of all 40 atoms, in Å:
Pd (-0.617, 0.705, -0.617)
Br (2.870, 2.302, 5.611)
C (2.009, 1.414, 4.171)
C (2.399, 0.131, 3.839)
C (1.772, -0.514, 2.779)
C (0.776, 0.131, 2.063)
C (0.399, 1.426, 2.400)
C (1.009, 2.067, 3.465)
N (0.135, -0.494, 0.940)
C (-0.268, -1.692, 1.111)
C (-0.877, -2.481, 0.020)
C (-1.129, -3.837, 0.217)
C (-1.703, -4.562, -0.811)
C (-2.006, -3.915, -2.000)
C (-1.712, -2.563, -2.101)
N (-1.166, -1.859, -1.117)
H (3.192, -0.357, 4.388)
H (2.092, -1.506, 2.485)
H (-0.399, 1.903, 1.840)
H (0.708, 3.069, 3.735)
H (-0.172, -2.179, 2.083)
H (-0.882, -4.303, 1.163)
H (-1.917, -5.616, -0.686)
H (-2.469, -4.436, -2.827)
H (-1.940, -2.011, -3.007)
O (-4.855, 1.391, 0.578)
S (-3.516, 1.010, 0.098)
N (-2.290, 1.672, 0.575)
N (3.407, -0.079, -3.649)
C (2.555, 0.602, -3.279)
C (1.488, 1.454, -2.817)
C (1.740, 2.755, -2.478)
C (0.665, 3.525, -1.998)
C (-0.590, 2.971, -1.968)
N (-0.918, 1.727, -2.445)
C (0.159, 0.923, -2.726)
H (2.741, 3.158, -2.548)
H (0.807, 4.541, -1.656)
H (-1.436, 3.547, -1.613)
H (-0.061, -0.018, -3.215)

Forces on atoms 1 to 3 (eV/Å):
-0.06 0.47 -0.98
0.04 0.04 0.07
-0.06 -0.03 -0.07

Below is C2H4N4 in the gas phase, with properties calculated with wB97M-V/def2-TZVPD.

Calculated values
- E: -8099.1251 eV
- Charge: 0
- Orbital gap: 9.7 eV
- SMILES: Nc1ncn[nH]1

Positions of all 10 atoms, in Å:
N (-1.729, -0.185, -0.241)
C (-0.386, -0.063, 0.010)
N (0.406, -1.112, 0.001)
C (1.638, -0.550, 0.035)
N (1.679, 0.764, 0.122)
N (0.318, 1.074, 0.131)
H (-2.387, 0.436, 0.201)
H (-1.965, -1.164, -0.165)
H (2.502, -1.199, -0.081)
H (-0.075, 1.999, -0.013)

Forces on atoms 1 to 3 (eV/Å):
-0.15 -0.07 0.11
0.03 -0.17 -0.09
-0.04 0.07 -0.19

Below is a molecular structure, C4CsF12N2O8S4 in a non-equilibrium geometry, with properties calculated with wB97M-V/def2-TZVPD.

Calculated values
- E: -100004.3424 eV
- Charge: -1
- Orbital gap: 7.6 eV

Positions of all 31 atoms, in Å:
Cs (-1.127, -1.136, 0.007)
C (-0.264, 1.911, 7.524)
F (0.851, 2.342, 6.918)
F (-0.222, 0.599, 7.445)
F (-0.287, 2.279, 8.759)
S (-1.712, 2.623, 6.475)
O (-2.923, 1.918, 6.963)
O (-1.732, 4.047, 6.860)
N (-1.105, 2.460, 4.769)
S (-2.484, 2.439, 4.193)
O (-3.282, 1.259, 4.578)
O (-3.010, 3.808, 4.161)
C (-2.186, 2.167, 2.246)
F (-1.347, 3.062, 1.891)
F (-1.647, 0.948, 2.029)
F (-3.441, 2.375, 1.736)
C (2.280, -0.402, -3.901)
F (2.844, -0.705, -5.058)
F (2.976, -0.859, -2.773)
F (1.905, 0.836, -3.783)
S (0.652, -1.356, -3.978)
O (0.153, -1.381, -2.628)
O (-0.310, -0.691, -4.835)
N (1.273, -2.896, -4.449)
S (1.189, -2.865, -6.010)
O (0.002, -3.489, -6.596)
O (1.568, -1.679, -6.777)
C (2.597, -4.133, -6.380)
F (2.431, -5.281, -5.687)
F (2.538, -4.523, -7.648)
F (3.820, -3.679, -6.052)

Forces on atoms 1 to 3 (eV/Å):
0.11 -0.05 -0.29
0.04 0.12 -3.18
0.37 0.47 0.35

Below is a molecular structure, C48H48KN11O3PS4 in a non-equilibrium geometry, with properties calculated with wB97M-V/def2-TZVPD.

Calculated values
- E: -142046.2548 eV
- Charge: -1
- Orbital gap: 5.3 eV

Positions of all 116 atoms, in Å:
K (0.437, -0.641, -0.444)
C (3.928, -1.174, -3.830)
C (2.924, -0.648, -2.831)
N (2.774, -1.115, -1.643)
N (3.482, -2.172, -1.228)
C (3.385, -2.680, 0.027)
N (4.008, -3.867, 0.226)
S (2.607, -1.944, 1.281)
C (2.049, 0.443, -3.238)
C (1.768, 0.672, -4.589)
C (0.903, 1.690, -4.931)
C (0.351, 2.461, -3.922)
C (0.686, 2.158, -2.611)
N (1.507, 1.188, -2.269)
H (4.858, -1.456, -3.334)
H (3.531, -2.040, -4.358)
H (4.168, -0.407, -4.558)
H (4.086, -2.668, -1.886)
H (4.613, -4.290, -0.455)
H (3.954, -4.248, 1.153)
H (2.174, 0.033, -5.356)
H (0.652, 1.870, -5.965)
H (-0.346, 3.254, -4.146)
H (0.269, 2.733, -1.797)
N (-7.677, -1.135, -2.984)
C (-6.288, -1.085, -3.051)
C (-5.515, -2.110, -2.506)
C (-4.135, -2.052, -2.568)
C (-3.516, -0.974, -3.170)
C (-4.273, 0.020, -3.765)
C (-5.651, -0.038, -3.720)
S (-1.739, -0.736, -3.040)
O (-1.121, -2.048, -2.918)
O (-1.308, 0.017, -4.196)
N (-1.403, -0.028, -1.656)
C (-1.948, 1.088, -1.212)
N (-1.404, 1.582, -0.075)
C (-1.979, 2.637, 0.452)
C (-3.080, 3.269, -0.121)
C (-3.531, 2.716, -1.306)
N (-2.986, 1.653, -1.857)
H (-8.039, -1.691, -2.223)
H (-8.133, -0.238, -3.065)
H (-6.009, -2.936, -2.013)
H (-3.536, -2.842, -2.145)
H (-3.759, 0.837, -4.241)
H (-6.251, 0.742, -4.172)
H (-1.551, 2.990, 1.383)
H (-3.551, 4.125, 0.332)
H (-4.379, 3.124, -1.849)
N (1.015, 1.089, 2.779)
C (2.267, 1.393, 3.181)
C (2.540, 1.616, 4.542)
C (3.748, 2.127, 4.955)
C (4.743, 2.417, 4.029)
C (4.523, 2.133, 2.696)
C (3.315, 1.597, 2.261)
P (3.066, 1.173, 0.491)
C (4.726, 0.505, 0.124)
C (5.275, 0.663, -1.146)
C (6.512, 0.124, -1.451)
C (7.205, -0.611, -0.503)
C (6.636, -0.829, 0.742)
C (5.407, -0.279, 1.053)
C (3.230, 2.909, -0.084)
C (4.392, 3.550, -0.496)
C (4.358, 4.876, -0.890)
C (3.170, 5.585, -0.858)
C (2.014, 4.965, -0.407)
C (2.046, 3.639, -0.024)
H (0.345, 0.687, 3.422)
H (0.848, 0.853, 1.812)
H (1.770, 1.391, 5.265)
H (3.920, 2.307, 6.008)
H (5.679, 2.850, 4.349)
H (5.311, 2.316, 1.977)
H (4.720, 1.215, -1.893)
H (6.945, 0.284, -2.430)
H (8.184, -1.010, -0.732)
H (7.162, -1.423, 1.478)
H (4.963, -0.456, 2.022)
H (5.333, 3.020, -0.513)
H (5.269, 5.357, -1.220)
H (3.150, 6.619, -1.172)
H (1.089, 5.524, -0.361)
H (1.151, 3.144, 0.331)
C (-6.519, 0.823, 4.536)
C (-5.304, -0.035, 4.753)
C (-5.271, -0.988, 5.773)
C (-4.092, -1.715, 5.879)
N (-3.058, -1.526, 5.098)
C (-3.169, -0.578, 4.146)
S (-1.838, -0.308, 3.153)
N (-4.276, 0.167, 3.956)
H (-7.364, 0.445, 5.111)
H (-6.775, 0.854, 3.479)
H (-6.298, 1.843, 4.850)
H (-6.115, -1.155, 6.428)
H (-3.965, -2.486, 6.637)
C (-0.614, -4.508, -1.098)
S (-0.073, -3.724, 0.477)
O (0.417, -4.847, 1.295)
C (-1.752, -3.375, 1.045)
C (-2.256, -4.016, 2.162)
C (-3.557, -3.756, 2.562)
C (-4.334, -2.861, 1.845)
C (-3.806, -2.201, 0.747)
C (-2.506, -2.447, 0.347)
H (-1.475, -5.140, -0.908)
H (0.222, -5.113, -1.436)
H (-0.839, -3.728, -1.816)
H (-1.620, -4.693, 2.716)
H (-3.956, -4.244, 3.441)
H (-5.344, -2.648, 2.169)
H (-4.407, -1.484, 0.204)
H (-2.087, -1.916, -0.494)

Forces on atoms 1 to 3 (eV/Å):
1.21 -0.39 1.47
-0.13 -0.03 0.30
0.79 -1.17 0.46

Below is C21H22FN3O2S in the gas phase, with properties calculated with wB97M-V/def2-TZVPD.

Calculated values
- E: -44251.7054 eV
- Charge: 0
- Orbital gap: 7.3 eV
- SMILES: COc1ccccc1N1CCN(C(=S)NC(=O)/C=C/c2ccc(F)cc2)CC1

Positions of all 50 atoms, in Å:
C (5.812, -0.088, 2.811)
O (4.892, -0.045, 1.751)
C (5.323, -0.386, 0.491)
C (6.629, -0.734, 0.199)
C (6.996, -1.129, -1.080)
C (6.045, -1.178, -2.076)
C (4.738, -0.811, -1.803)
C (4.345, -0.397, -0.533)
N (3.028, -0.072, -0.255)
C (1.979, -0.469, -1.161)
C (0.628, -0.305, -0.471)
N (0.397, 1.100, -0.210)
C (-0.780, 1.710, -0.332)
S (-0.946, 3.351, -0.447)
N (-1.945, 0.946, -0.400)
C (-2.312, -0.066, 0.465)
O (-1.539, -0.593, 1.236)
C (-3.726, -0.475, 0.368)
C (-4.753, 0.326, 0.062)
C (-6.156, -0.049, 0.026)
C (-6.591, -1.374, 0.124)
C (-7.935, -1.683, 0.082)
C (-8.856, -0.658, -0.058)
F (-10.167, -0.958, -0.098)
C (-8.462, 0.664, -0.162)
C (-7.114, 0.958, -0.123)
C (1.589, 1.891, 0.018)
C (2.679, 1.020, 0.632)
H (6.625, 0.633, 2.674)
H (5.243, 0.180, 3.701)
H (6.234, -1.090, 2.941)
H (7.380, -0.721, 0.973)
H (8.021, -1.403, -1.280)
H (6.313, -1.493, -3.074)
H (4.015, -0.840, -2.603)
H (1.976, 0.121, -2.093)
H (2.119, -1.522, -1.424)
H (0.610, -0.876, 0.463)
H (-0.168, -0.683, -1.117)
H (-2.707, 1.455, -0.833)
H (-3.886, -1.497, 0.679)
H (-4.575, 1.374, -0.151)
H (-5.873, -2.172, 0.226)
H (-8.279, -2.703, 0.156)
H (-9.205, 1.438, -0.272)
H (-6.795, 1.987, -0.203)
H (1.933, 2.333, -0.926)
H (1.338, 2.713, 0.694)
H (2.328, 0.631, 1.596)
H (3.556, 1.640, 0.817)

Forces on atoms 1 to 3 (eV/Å):
0.15 0.00 0.19
-0.17 -0.15 -0.52
0.04 0.06 0.10

Below is 3 unconnected molecules or ions with the total composition C21H29N2O9, with properties calculated with wB97M-V/def2-TZVPD.

Calculated values
- E: -43646.5716 eV
- Charge: +1
- Orbital gap: 8.6 eV

Positions of all 61 atoms, in Å:
C (0.387, 1.262, 2.741)
C (0.191, 0.295, 2.066)
C (-0.052, -0.897, 1.246)
N (-0.278, -0.727, -0.193)
C (0.914, -0.212, -0.893)
C (1.184, -0.879, -2.207)
O (1.572, 0.671, -0.431)
C (-1.445, 0.098, -0.571)
C (-2.295, -0.556, -1.608)
O (-1.622, 1.179, -0.098)
C (-1.209, -1.691, 1.951)
C (-2.662, -1.214, 1.919)
C (-0.885, -3.095, 1.629)
N (0.359, -3.221, 1.376)
C (1.110, -1.933, 1.371)
C (2.022, -1.811, 2.589)
C (2.939, -3.019, 2.635)
O (3.629, -3.312, 1.694)
H (0.548, 2.122, 3.354)
H (0.975, -1.945, -2.159)
H (0.500, -0.453, -2.947)
H (2.203, -0.666, -2.515)
H (-2.800, -1.408, -1.150)
H (-1.656, -0.923, -2.408)
H (-3.020, 0.155, -1.994)
H (-0.906, -1.638, 3.009)
H (-3.109, -1.326, 2.903)
H (-2.734, -0.180, 1.600)
H (-3.256, -1.825, 1.238)
H (-1.585, -3.922, 1.634)
H (0.767, -4.121, 1.145)
H (1.748, -2.010, 0.492)
H (1.445, -1.731, 3.511)
H (2.618, -0.908, 2.459)
H (2.929, -3.658, 3.535)
C (5.547, 3.460, 4.075)
C (4.116, 2.998, 4.097)
C (3.062, 4.082, 4.009)
O (1.959, 3.486, 4.709)
C (2.466, 2.589, 5.598)
O (1.830, 2.049, 6.441)
O (3.783, 2.397, 5.366)
H (6.214, 2.645, 4.353)
H (5.816, 3.803, 3.075)
H (5.702, 4.276, 4.781)
H (3.942, 2.240, 3.325)
H (2.767, 4.333, 2.994)
H (3.358, 4.987, 4.543)
C (-5.094, -0.347, -7.491)
C (-4.259, 0.055, -6.306)
C (-3.087, 0.972, -6.592)
O (-2.170, 0.620, -5.541)
C (-2.428, -0.653, -5.184)
O (-1.729, -1.304, -4.466)
O (-3.571, -1.087, -5.740)
H (-5.765, -1.162, -7.222)
H (-5.693, 0.498, -7.829)
H (-4.465, -0.687, -8.314)
H (-4.886, 0.476, -5.515)
H (-3.323, 2.030, -6.539)
H (-2.614, 0.745, -7.549)

Forces on atoms 1 to 3 (eV/Å):
-0.06 0.08 0.25
0.16 0.19 -0.47
0.12 0.17 0.47

Below is C2H3N3O2 in the gas phase in a non-equilibrium geometry, with properties calculated with wB97M-V/def2-TZVPD.

Calculated values
- E: -10686.2423 eV
- Charge: 0
- Orbital gap: 10.3 eV
- SMILES: Nc1nc(=O)[nH]o1

Positions of all 10 atoms, in Å:
N (-2.304, -0.422, 0.209)
C (-1.003, -0.196, -0.029)
N (0.025, -1.013, -0.074)
C (1.223, -0.216, -0.058)
O (2.344, -0.604, 0.091)
N (0.730, 1.131, -0.129)
O (-0.599, 1.074, -0.017)
H (-2.585, -1.317, -0.425)
H (-2.846, 0.282, -0.285)
H (0.998, 1.871, 0.594)

Forces on atoms 1 to 3 (eV/Å):
-2.30 -3.07 -3.43
4.89 -0.66 0.62
-0.75 0.18 -0.39

Below is 5 unconnected molecules or ions with the total composition C6H24NO4 in a non-equilibrium geometry, with properties calculated with wB97M-V/def2-TZVPD.

Calculated values
- E: -16285.1913 eV
- Charge: +1
- Orbital gap: 11.5 eV

Positions of all 35 atoms, in Å:
C (-0.412, -1.588, -1.528)
C (-0.285, -0.472, -0.493)
C (-0.257, 0.915, -1.121)
C (-1.503, 1.402, -1.810)
C (-2.803, 1.162, -1.000)
C (-2.906, 2.076, 0.199)
N (0.961, -0.672, 0.288)
H (-0.879, -1.397, -2.491)
H (-1.083, -2.413, -1.232)
H (0.509, -2.169, -1.553)
H (-1.095, -0.597, 0.222)
H (0.604, 0.890, -1.801)
H (0.064, 1.540, -0.277)
H (-1.498, 2.425, -2.185)
H (-1.621, 0.858, -2.752)
H (-2.851, 0.088, -0.830)
H (-3.651, 1.431, -1.631)
H (-3.944, 2.072, 0.528)
H (-2.215, 1.975, 1.046)
H (-2.704, 3.140, 0.020)
H (1.748, -0.162, -0.152)
H (1.359, -1.591, 0.365)
H (1.143, -0.348, 1.269)
H (3.247, -1.862, -1.825)
H (2.629, -3.232, -1.065)
O (3.016, -2.361, -1.046)
H (1.105, 1.056, 3.162)
H (0.701, -0.260, 3.768)
O (0.948, 0.138, 2.936)
H (4.102, 1.059, -0.966)
H (2.940, 1.839, -0.770)
O (3.291, 0.998, -0.434)
H (-1.932, -0.587, 2.387)
H (-1.979, -1.433, 3.611)
O (-1.341, -1.024, 3.011)

Forces on atoms 1 to 3 (eV/Å):
-0.56 -1.98 0.57
-1.38 -0.77 -0.23
1.42 0.28 0.96

Below is a molecular structure, C3H4FHgO3 in a non-equilibrium geometry, with properties calculated with wB97M-V/def2-TZVPD.

Calculated values
- E: -16206.6197 eV
- Charge: 0
- Orbital gap (spin up / spin down): 7.9 / 2.2 eV
- 2S+1: 2

Positions of all 12 atoms, in Å:
F (-0.975, 1.566, -3.004)
O (1.037, -0.539, 0.005)
C (0.428, -0.759, 1.133)
C (0.038, 0.302, -0.939)
O (1.005, -1.154, 2.140)
O (-0.813, -0.325, 1.165)
C (-1.117, 0.526, 0.041)
Hg (3.219, -2.144, 2.237)
H (-0.198, -0.444, -1.705)
H (0.629, 1.208, -1.104)
H (-2.081, 0.204, -0.365)
H (-1.173, 1.559, 0.397)

Forces on atoms 1 to 3 (eV/Å):
-0.03 0.03 -0.05
-1.07 1.41 -2.80
1.72 0.37 2.79

Below is a molecular structure, C10H13NO2V in a non-equilibrium geometry, with properties calculated with wB97M-V/def2-TZVPD.

Calculated values
- E: -41846.5828 eV
- Charge: -2
- Orbital gap (spin up / spin down): 2.7 / 6.3 eV
- 2S+1: 4

Positions of all 27 atoms, in Å:
C (1.422, 1.728, -0.718)
C (1.087, 1.603, 0.654)
C (-0.301, 1.854, 0.807)
C (-0.851, 2.124, -0.478)
C (0.239, 2.147, -1.400)
V (-0.032, 0.216, -0.703)
C (1.895, -1.426, 1.345)
C (2.878, -1.976, 0.651)
C (3.457, -2.336, -0.478)
N (-0.702, -0.073, -2.282)
H (-0.815, 2.001, 1.774)
H (1.786, 1.454, 1.489)
H (-1.895, 2.364, -0.646)
H (0.161, 2.335, -2.470)
H (2.410, 1.544, -1.148)
H (2.104, -0.460, 1.919)
H (-0.082, -0.713, -2.878)
H (0.886, -1.887, 1.395)
H (4.435, -2.788, -0.572)
H (2.848, -2.148, -1.369)
C (-3.878, -1.227, 0.981)
C (-2.566, -0.800, 0.352)
O (-1.500, -0.683, 1.070)
O (-2.677, -0.625, -0.899)
H (-3.895, -1.175, 2.069)
H (-4.046, -2.250, 0.641)
H (-4.661, -0.604, 0.549)

Forces on atoms 1 to 3 (eV/Å):
0.66 1.10 -0.29
0.06 0.95 1.43
0.74 1.07 0.56

Below is C2H2BrF3 in the gas phase in a non-equilibrium geometry, with properties calculated with wB97M-V/def2-TZVPD.

Calculated values
- E: -80300.1825 eV
- Charge: 0
- Orbital gap: 11.3 eV
- SMILES: FC(F)[C@@H](F)Br

Positions of all 8 atoms, in Å:
F (-1.033, -1.503, -0.135)
C (-0.647, -0.366, -0.527)
F (-1.635, 0.542, -0.391)
C (0.586, 0.219, 0.584)
F (1.078, -0.906, 1.047)
Br (1.900, 1.371, -0.254)
H (-0.216, -0.178, -1.585)
H (-0.033, 0.819, 1.261)

Forces on atoms 1 to 3 (eV/Å):
-0.86 -2.85 0.32
4.52 5.68 -0.66
-0.91 0.21 0.05

Question: Which value of charge does entry 7 give?
Answer: +1

Question: Which of these has the lowest charge?
Answer: C10H13NO2V